This record from the Open Molecules 2025 dataset describes an isolated molecule of C17H28N2O2. The level of theory is wB97M-V/def2-TZVPD.

Computed properties:
Energy relative to the best compared isomer or geometry (same formula, charge and spin) (eV): 2.943
SMILES: CCCCOc1ccc(CN2CCN(CCO)CC2)cc1

```
! RIJCOSX wB97M-V def2-TZVPD def2/J DEFGRID3
* xyz 0 1
C -0.61340 3.84774 2.90882
C 0.45041 3.88014 1.81934
C -0.17583 3.81361 0.42852
C 0.88450 3.83284 -0.67458
O 1.75325 2.71934 -0.62883
C 1.33770 1.51037 -1.08954
C 0.12937 1.24756 -1.72672
C -0.15964 -0.03647 -2.16008
C 0.72205 -1.08953 -1.96215
C 1.94214 -0.81022 -1.35273
C 2.24680 0.46267 -0.92132
H 3.19092 0.67889 -0.44598
H 2.66266 -1.60382 -1.21235
C 0.35559 -2.50330 -2.35403
N -0.32746 -3.31848 -1.36268
C 0.40664 -3.67809 -0.17026
C 0.32909 -2.63844 0.95644
N -1.06223 -2.36201 1.26999
C -1.77786 -1.89944 0.09458
C -1.68182 -2.95458 -1.01618
H -2.20037 -2.60061 -1.90929
H -2.17731 -3.86615 -0.66333
H -2.82939 -1.76266 0.36532
H -1.37356 -0.94700 -0.28647
C -1.24079 -1.51386 2.43220
H -2.29963 -1.54643 2.71032
C -0.83271 -0.03202 2.28616
O -1.89074 0.80431 1.87105
H -2.23691 0.47681 1.03369
H -0.52716 0.36191 3.25739
H 0.01832 0.06045 1.59633
H -0.66422 -1.96128 3.24505
H 0.80392 -3.04711 1.85231
H 0.87739 -1.73073 0.65955
H 1.45002 -3.86190 -0.43173
H -0.02984 -4.61275 0.20011
H 1.26692 -3.04625 -2.62480
H -0.29513 -2.47687 -3.23402
H -1.10067 -0.21685 -2.66269
H -0.59459 2.02959 -1.89617
H 1.54487 4.69382 -0.53325
H 0.41747 3.91844 -1.66402
H -0.77284 2.90268 0.35708
H -0.84069 4.66697 0.27947
H 1.12782 3.03273 1.94206
H 1.04274 4.79453 1.90643
H -0.15195 3.86114 3.89347
H -1.21823 2.94893 2.81881
H -1.26939 4.71197 2.82588
*
```

Results of the Löwdin charge analysis, in e, for atoms 1 through 4: -0.1068, -0.2571, -0.1850, -0.1985

***

This record from the Open Molecules 2025 dataset describes an isolated molecule of C4H3ClN2. The level of theory is wB97M-V/def2-TZVPD.

Computed properties:
Energy relative to the best compared isomer or geometry (same formula, charge and spin) (eV): 0.816
SMILES: Clc1ccncn1

```
! RIJCOSX wB97M-V def2-TZVPD def2/J DEFGRID3
* xyz 0 1
C -1.24087 0.01007 0.22532
C -0.22058 -1.00804 0.26970
C 1.04066 -0.73512 -0.12957
C 0.49054 1.43569 -0.22588
H -0.57454 -2.02247 0.67738
H 1.84626 -1.51255 -0.20474
H 0.90486 2.39440 -0.41239
N 1.43927 0.42218 -0.34306
N -0.83395 1.23272 -0.14250
Cl -2.85164 -0.21687 0.28574
*
```

Results of the Löwdin charge analysis, in e, for atoms 1 through 4: -0.8241, -0.0707, -0.2477, -0.1281

***

This record from the Open Molecules 2025 dataset describes C26H65CaN2O10 as an isolated structure. The level of theory is wB97M-V/def2-TZVPD.

```
! RIJCOSX wB97M-V def2-TZVPD def2/J DEFGRID3
* xyz 1 1
Ca -1.30199 4.54878 2.20063
C -1.78695 -1.36330 -0.27062
C -2.07818 -0.13159 0.59443
O -1.53125 0.10220 1.71328
O -2.81526 0.79097 0.13381
H -2.66186 -2.00485 -0.16550
H -1.06224 -1.90293 0.33905
H -1.36393 -1.13115 -1.24799
C 4.35225 -7.43645 -1.67885
O 5.08195 -7.22878 -0.50907
C 6.22893 -6.32365 -0.45097
C 7.33661 -6.86278 -1.51489
N 7.74091 -8.22652 -1.06073
C 8.17250 -9.08104 -2.13696
C 9.55654 -8.77585 -2.74654
O 9.56158 -7.77239 -3.88126
C 10.74390 -6.90787 -3.96790
H 3.96105 -6.49745 -2.07041
H 3.47030 -8.04293 -1.47282
H 4.88574 -8.00780 -2.43849
H 6.60025 -6.51201 0.55637
H 6.10205 -5.27422 -0.71689
H 8.17386 -6.16519 -1.53705
H 6.95145 -6.92386 -2.53274
H 6.94644 -8.58151 -0.54800
H 7.47938 -9.10212 -2.97793
H 8.24334 -10.08346 -1.71478
H 9.91179 -9.74443 -3.09831
H 10.23822 -8.52179 -1.93483
H 10.42369 -6.08727 -4.60992
H 11.45553 -7.63203 -4.36447
H 10.89061 -6.56276 -2.94443
C -4.22748 4.28102 4.47787
O -2.80733 4.07466 4.63099
C -2.40440 4.29474 6.01333
C -1.13333 5.09529 6.08556
N -0.12758 4.31113 5.42118
C 1.22638 4.79513 5.41267
C 2.13315 4.10106 4.44434
O 1.56090 3.96485 3.15589
C 2.24600 3.03986 2.30973
H -4.61232 5.26666 4.73959
H -4.58098 3.66624 5.30562
H -4.70396 3.91994 3.56645
H -2.50831 3.38382 6.60285
H -3.12127 4.92251 6.54256
H -0.71895 5.20659 7.08756
H -1.14689 6.08900 5.63783
H -0.00259 3.47548 5.97450
H 1.56298 4.86823 6.44681
H 1.20548 5.83896 5.09948
H 2.44968 3.14408 4.85920
H 3.06038 4.64015 4.25009
H 3.26812 3.38316 2.14998
H 1.68844 3.02789 1.37320
H 2.29548 2.04469 2.75163
C -5.04037 0.36633 -5.16195
C -5.66261 -1.04441 -4.93677
C -6.86780 -0.97861 -3.92426
O -6.01032 -1.69723 -6.16995
H -4.07623 0.12672 -5.61043
H -4.79598 0.90725 -4.24775
H -5.49014 1.07360 -5.85879
H -4.94979 -1.65570 -4.38330
H -6.54484 -0.73981 -2.91095
H -7.28901 -1.98161 -3.85585
H -7.66487 -0.27911 -4.17624
H -6.18371 -2.60571 -5.91263
C 2.26787 -4.24773 5.66670
C 0.73480 -4.47677 5.41253
C 0.27876 -5.84063 5.93845
O 0.03985 -3.33347 5.81768
H 2.43722 -3.97536 6.70844
H 2.65988 -3.35957 5.17112
H 2.93877 -5.07954 5.45200
H 0.57841 -4.69912 4.35698
H 0.91849 -6.57357 5.44690
H -0.77948 -5.89657 5.68331
H 0.46569 -5.89689 7.01083
H 0.10515 -2.81822 5.01031
C -10.17833 6.99113 -2.85726
C -9.33123 6.27642 -1.89287
C -7.96426 5.88434 -2.42041
O -9.18381 7.06406 -0.80472
H -10.24999 6.53096 -3.84276
H -9.76988 7.96884 -3.11291
H -11.20383 7.14753 -2.52262
H -9.91822 5.45573 -1.48056
H -8.02763 5.06544 -3.13700
H -7.38674 5.54620 -1.56005
H -7.46766 6.64930 -3.01735
H -8.51582 7.73381 -0.96853
C -0.52244 5.99247 -4.96561
C 0.42021 5.19126 -3.95274
C 1.84402 5.70421 -4.17738
O 0.00234 5.60908 -2.64245
H -0.31614 7.05781 -4.86270
H -1.55361 5.83368 -4.65006
H -0.32250 5.59471 -5.96056
H 0.32982 4.10557 -3.98748
H 2.41604 4.99209 -3.58260
H 1.93433 6.71246 -3.77317
H 2.10748 5.71261 -5.23503
H 0.27982 6.49656 -2.40374
*
```

Results of the Löwdin charge analysis, in e, for atoms 1 through 4: 1.6594, -0.0223, -0.7665, -0.1376

***

Across the entries above, E_tot takes the values -25157.848 -19698.178 -69895.019 eV, respectively.
Across the entries above, max |F| takes the values 0.62 6.99 3.79 eV/Å, respectively.